Arrangement i

The following is a DFT calculation (ωB97M-V with the def2-TZVPD basis set) of 3 unconnected molecules or ions with the total composition C3H13NO2S.

Values from the calculation:
Lowest unoccupied orbital energy (eV): 0.681
E_HOMO (eV): -9.21
Frontier orbital gap (Eh): 0.363

Positions of all 20 atoms, in Å:
1 C -1.91585 0.75364 1.34650
2 N -1.06749 0.52997 0.17283
3 C -0.36427 -0.75572 0.27978
4 C 0.70000 -0.92060 -0.77118
5 S 1.88318 0.49184 -0.83801
6 H -1.26634 0.84307 2.21527
7 H -2.62971 -0.04904 1.50813
8 H -2.45105 1.69945 1.21521
9 H -1.66237 0.43159 -0.65044
10 H -0.03320 -0.90192 1.31938
11 H -1.11267 -1.56462 0.21384
12 H 1.24869 -1.84846 -0.70958
13 H 0.20174 -0.89681 -1.74312
14 H 1.31262 1.18610 0.13465
15 O 2.83938 -1.54288 1.82358
16 H 2.23934 -0.84032 1.53509
17 H 3.51370 -1.61303 1.14262
18 O -0.86497 1.55107 -2.78945
19 H -0.37631 1.64853 -1.95967
20 H -0.19443 1.79815 -3.44543

***

Arrangement ii

The following is a DFT calculation (ωB97M-V with the def2-TZVPD basis set) of 3 unconnected molecules or ions with the total composition C3H13NO2S.

Values from the calculation:
Lowest unoccupied orbital energy (eV): 0.568
E_HOMO (eV): -8.82
Frontier orbital gap (Eh): 0.345

Positions of all 20 atoms, in Å:
1 C 1.33056 -0.31015 -1.77422
2 N 0.00990 -0.30380 -1.14811
3 C -0.21698 0.52536 0.01222
4 C -1.56483 0.14382 0.65360
5 S -1.83080 0.58493 2.37911
6 H 2.07771 -0.28198 -0.99835
7 H 1.45480 0.59855 -2.34342
8 H 1.49990 -1.22909 -2.41956
9 H -0.77564 -0.23507 -1.79033
10 H 0.60620 0.27295 0.60517
11 H -0.28473 1.56433 -0.17869
12 H -2.23903 0.76014 0.06363
13 H -1.85778 -0.87646 0.57088
14 H -0.86220 -0.30565 2.94255
15 O 1.46277 2.47761 0.86191
16 H 1.10006 2.35891 1.73730
17 H 1.23647 3.35639 0.77398
18 O -0.65343 -3.27532 -0.13010
19 H -0.49106 -2.38816 -0.46858
20 H -0.00189 -3.43729 0.65102

***

What should be chosen as the most stable of them? Choose arrangement i.

***

Arrangement i

The following is a DFT calculation (ωB97M-V with the def2-TZVPD basis set) of a gas-phase ion, C6H8NO5P (charge -2).

Values from the calculation:
Charge: -2
Lowest unoccupied orbital energy (eV): 6.300
E_HOMO (eV): -0.51
Frontier orbital gap (Eh): 0.250

Positions of all 21 atoms, in Å:
1 C 2.57305 1.25767 1.60920
2 C -1.89768 1.39780 -1.23152
3 C 0.97115 -1.85990 0.47563
4 C -1.35551 -1.61595 0.59208
5 C -0.52710 0.70005 -1.34749
6 C 0.14233 0.36363 -0.01504
7 N -0.08146 -0.99710 0.30115
8 O -1.92017 2.57092 -1.51378
9 O 2.11905 -1.36159 0.10298
10 O -2.79537 0.78316 -0.58887
11 O 0.95748 -3.02139 0.91715
12 O 0.18526 1.48583 -2.28729
13 P 2.14687 0.53184 0.00903
14 H 3.65660 1.19416 1.72343
15 H 2.17196 0.96853 2.56789
16 H -2.14501 -0.89389 0.76593
17 H -1.80865 -2.18558 -0.23300
18 H -1.19656 -2.31569 1.46039
19 H -0.62116 -0.34674 -1.88006
20 H -0.23562 1.04692 0.78355
21 H -0.33947 2.29733 -2.21136

***

Arrangement ii

The following is a DFT calculation (ωB97M-V with the def2-TZVPD basis set) of a gas-phase ion, C6H8NO5P (charge -2).

Values from the calculation:
Charge: -2
Lowest unoccupied orbital energy (eV): 6.443
E_HOMO (eV): -0.34
Frontier orbital gap (Eh): 0.249

Positions of all 21 atoms, in Å:
1 C -1.82038 -2.07216 1.36920
2 C 2.56063 0.30976 -0.57264
3 C -1.89391 0.63216 -0.82696
4 C -0.31386 2.17886 0.35336
5 C 1.21794 -0.53004 -0.78062
6 C 0.03959 -0.34276 0.18705
7 N -0.82324 0.84471 0.06252
8 O 3.58313 -0.35390 -0.53205
9 O -2.22664 -0.56442 -0.93553
10 O 2.53608 1.48861 -0.27687
11 O -2.42477 1.60096 -1.34740
12 O 1.53902 -1.88414 -0.69695
13 P -1.22537 -1.88940 -0.14621
14 H -2.33269 -2.90281 1.90163
15 H -1.70118 -1.16486 2.00045
16 H 0.74561 2.33979 -0.12263
17 H -0.91535 2.85056 -0.21500
18 H -0.16169 2.25937 1.42667
19 H 0.82954 -0.36554 -1.73234
20 H 0.32194 -0.49054 1.30002
21 H 2.46559 -1.94419 -0.41568

***

What should be chosen as the most stable of them? Choose arrangement i.

***

Arrangement i

The following is a DFT calculation (ωB97M-V with the def2-TZVPD basis set) of 2 unconnected molecules or ions with the total composition C4H4IN.

Values from the calculation:
Lowest unoccupied orbital energy (eV): 0.025
E_HOMO (eV): -9.59
Frontier orbital gap (Eh): 0.353

Positions of all 10 atoms, in Å:
1 N 0.61529 -1.73101 0.26908
2 C 0.66862 -0.60839 0.28444
3 C 0.47293 0.77091 0.23701
4 C 0.86718 1.99685 -0.02662
5 C -0.60201 1.74924 0.03390
6 H 1.49402 2.81184 -0.24040
7 H -1.09113 2.31430 0.84570
8 H -1.04566 1.74379 -1.01711
9 I -1.29502 -4.95754 -0.01243
10 H -0.08423 -4.08999 -0.37356

***

Arrangement ii

The following is a DFT calculation (ωB97M-V with the def2-TZVPD basis set) of a molecular structure, C4H4IN.

Values from the calculation:
Lowest unoccupied orbital energy (eV): -0.538
E_HOMO (eV): -8.50
Frontier orbital gap (Eh): 0.293

Positions of all 10 atoms, in Å:
1 C -1.83685 0.22208 0.20297
2 C -0.41970 0.05820 0.38261
3 C -1.20151 -0.07932 -1.05515
4 C 0.79024 -0.35452 1.18936
5 N 0.80584 0.81678 0.36924
6 I 2.32420 0.98091 -0.83161
7 H -1.68525 -0.93568 -1.58891
8 H -0.81110 0.71502 -1.73009
9 H 0.69314 -0.24860 2.25095
10 H 1.34100 -1.17487 0.81063

***

What should be chosen as the most stable of them? Choose arrangement i.

***

Arrangement i

The following is a DFT calculation (ωB97M-V with the def2-TZVPD basis set) of C8H10OS in the gas phase.

Values from the calculation:
Lowest unoccupied orbital energy (eV): 0.845
E_HOMO (eV): -8.42
Frontier orbital gap (Eh): 0.341

Positions of all 20 atoms, in Å:
1 C 2.81139 0.80425 -0.70924
2 C 1.62246 -0.12737 -0.45035
3 C 1.38210 -0.72320 0.93444
4 C 0.35880 0.25139 0.45333
5 O 0.49458 1.71374 1.02508
6 C -1.05463 -0.00901 0.10239
7 C -1.61497 -1.14952 -0.30050
8 C -3.04776 -0.99588 -0.39187
9 C -3.48433 0.24997 -0.15587
10 S -2.20522 1.32759 0.29576
11 H 3.20778 1.45032 -0.02924
12 H 2.54469 1.45304 -1.52432
13 H 3.54761 -0.02832 -1.06092
14 H 1.27071 -0.66374 -1.32377
15 H 1.06129 -1.72583 0.86939
16 H 2.13689 -0.43781 1.63680
17 H 0.32981 1.75690 2.00986
18 H -0.98422 -2.07047 -0.40182
19 H -3.82387 -1.64560 -0.73535
20 H -4.55314 0.56954 -0.24380

***

Arrangement ii

The following is a DFT calculation (ωB97M-V with the def2-TZVPD basis set) of C8H10OS in the gas phase.

Values from the calculation:
Lowest unoccupied orbital energy (eV): 0.186
E_HOMO (eV): -8.79
Frontier orbital gap (Eh): 0.330

Positions of all 20 atoms, in Å:
1 C -2.17524 0.41466 -1.57408
2 C -1.32846 -0.43722 -1.01801
3 C -0.95213 -0.45278 0.38600
4 C 0.49324 -0.06233 0.53598
5 C 1.02030 -0.60634 1.87858
6 S 0.77690 1.70557 0.54947
7 C 1.70950 1.60975 -0.90160
8 C 1.90650 0.38619 -1.49058
9 C 1.40493 -0.70516 -0.73446
10 O 1.74490 -1.85950 -0.75356
11 H -2.41675 0.30897 -2.62389
12 H -2.54960 1.19948 -0.91013
13 H -0.90963 -1.19492 -1.60551
14 H -1.69050 0.09631 0.97622
15 H -0.95634 -1.61094 0.67177
16 H 0.86251 -0.06936 2.75340
17 H 2.13152 -0.63513 1.91995
18 H 0.74705 -1.57537 2.10863
19 H 2.11397 2.59649 -1.19772
20 H 2.42116 0.06241 -2.31112

***

What should be chosen as the most stable of them? Choose arrangement ii.

***

Arrangement i

The following is a DFT calculation (ωB97M-V with the def2-TZVPD basis set) of C6H9ClO in the gas phase.

Values from the calculation:
Lowest unoccupied orbital energy (eV): 0.914
E_HOMO (eV): -9.23
Frontier orbital gap (Eh): 0.373

Positions of all 17 atoms, in Å:
1 C -2.64342 0.77457 0.03379
2 C -1.21712 0.48078 -0.35690
3 C -0.65179 -0.76563 -0.30969
4 Cl -1.43114 -2.13517 0.41877
5 C 0.72378 -1.06003 -0.82273
6 O 1.63112 -1.74405 -0.00868
7 C 1.91522 -0.39327 -0.28462
8 C 1.95884 0.51123 0.92166
9 H -3.30888 -0.09029 -0.03746
10 H -2.76814 1.15677 1.08001
11 H -3.05119 1.53284 -0.66357
12 H -0.53463 1.22310 -0.78034
13 H 0.75611 -1.46727 -1.86274
14 H 2.72511 -0.20958 -0.96964
15 H 2.02106 1.54076 0.52191
16 H 1.08324 0.34836 1.55808
17 H 2.79181 0.29689 1.56217

***

Arrangement ii

The following is a DFT calculation (ωB97M-V with the def2-TZVPD basis set) of a molecular structure, C6H9ClO.

Values from the calculation:
Lowest unoccupied orbital energy (eV): -0.654
E_HOMO (eV): -8.60
Frontier orbital gap (Eh): 0.292

Positions of all 17 atoms, in Å:
1 C 1.84536 1.34717 0.34209
2 C 1.19342 -0.04385 0.03729
3 C -0.04395 -0.51803 0.00119
4 C -0.42799 -2.05003 0.22793
5 C -1.23316 0.26275 -0.09604
6 C -1.25607 1.69672 -0.47223
7 H 2.03583 1.84948 -0.71043
8 H 2.71526 0.91088 0.99224
9 H 1.14503 1.96836 1.20681
10 H -0.46254 -2.46097 1.43308
11 H 0.43714 -2.66482 -0.25782
12 H -1.87191 -1.06028 -0.91241
13 H -2.02520 -0.38963 0.30244
14 H -2.35422 2.19600 -0.63122
15 H -0.35767 2.26748 -0.86726
16 O -1.85552 -2.06327 -0.17219
17 Cl 2.51618 -1.24796 -0.42348

***

What should be chosen as the most stable of them? Choose arrangement i.

***

Arrangement i

The following is a DFT calculation (ωB97M-V with the def2-TZVPD basis set) of 2 unconnected molecules or ions with the total composition C2H8O2S.

Values from the calculation:
Lowest unoccupied orbital energy (eV): 0.637
E_HOMO (eV): -9.33
Frontier orbital gap (Eh): 0.366

Positions of all 13 atoms, in Å:
1 C 0.00000 0.00000 0.00000
2 O 1.21370 -0.27156 -0.68939
3 C 1.16502 -1.46281 -1.45010
4 S 2.80428 -1.91270 -1.92250
5 H 0.22824 0.67573 0.84137
6 H -0.55219 -0.87202 0.38894
7 H -0.64653 0.53520 -0.71566
8 H 0.76279 -2.32531 -0.88463
9 H 0.61842 -1.40595 -2.41106
10 H 2.98632 -2.66094 -0.81367
11 O -2.26105 -0.97321 2.92185
12 H -2.98143 -0.64564 2.33703
13 H -1.93840 -0.17080 3.39120

***

Arrangement ii

The following is a DFT calculation (ωB97M-V with the def2-TZVPD basis set) of 2 unconnected molecules or ions with the total composition C2H8O2S.

Values from the calculation:
Lowest unoccupied orbital energy (eV): 0.664
E_HOMO (eV): -9.28
Frontier orbital gap (Eh): 0.365

Positions of all 13 atoms, in Å:
1 O -1.29187 -0.08632 -2.02125
2 C -0.45773 -0.97390 -1.28333
3 C 0.48223 -0.58651 -0.06927
4 S 1.17285 1.06657 -0.43468
5 H -0.77951 0.29497 -2.76456
6 H -1.15775 -1.77591 -0.97971
7 H 0.20370 -1.38458 -2.07029
8 H -0.15150 -0.41914 0.82281
9 H 1.21470 -1.37763 0.18185
10 H 0.05981 1.60971 -0.97195
11 O 0.10068 1.54918 3.36548
12 H 0.91532 1.42759 2.82711
13 H -0.31088 0.65597 3.39782

***

What should be chosen as the most stable of them? Choose arrangement ii.

***

Arrangement i

The following is a DFT calculation (ωB97M-V with the def2-TZVPD basis set) of C2H4Si in the gas phase.

Values from the calculation:
Lowest unoccupied orbital energy (eV): 0.990
E_HOMO (eV): -10.41
Frontier orbital gap (Eh): 0.419

Positions of all 7 atoms, in Å:
1 C -2.02338 0.05873 -0.04173
2 C -0.83032 0.05589 0.06342
3 Si 1.15223 0.01843 0.00632
4 H -3.06605 -0.05348 0.08077
5 H 1.87772 1.27024 -0.10829
6 H 1.37450 -0.69916 -1.27984
7 H 1.51530 -0.65065 1.27934

***

Arrangement ii

The following is a DFT calculation (ωB97M-V with the def2-TZVPD basis set) of C2H4Si in the gas phase.

Values from the calculation:
Lowest unoccupied orbital energy (eV): 0.992
E_HOMO (eV): -10.43
Frontier orbital gap (Eh): 0.420

Positions of all 7 atoms, in Å:
1 C 0.43321 -1.88014 -0.26375
2 C 0.18904 -0.69930 -0.09065
3 Si -0.35704 1.01617 0.22418
4 H 1.00360 -2.60771 -0.83620
5 H 0.77458 1.58513 -0.26306
6 H -0.39417 1.15478 1.64588
7 H -1.64922 1.43107 -0.41640

***

What should be chosen as the most stable of them? Choose arrangement i.

***

Arrangement i

The following is a DFT calculation (ωB97M-V with the def2-TZVPD basis set) of a gas-phase ion, C5H6NO2 (charge +1).

Values from the calculation:
Charge: +1
Lowest unoccupied orbital energy (alpha / beta) (eV): -6.195 / -6.193
E_HOMO (alpha / beta) (eV): -12.75 / -12.75
Frontier orbital gap (alpha / beta) (Eh): 0.241 / 0.241

Positions of all 14 atoms, in Å:
1 C -2.20548 -0.68628 -0.19200
2 C -0.01567 -1.49175 -0.12989
3 C -2.08522 0.47398 0.36482
4 C 2.31623 0.94482 -0.31368
5 C 1.62267 0.12902 0.47662
6 N 0.48301 -0.38657 0.13487
7 O -1.27810 -1.70269 -0.29766
8 O -1.95979 1.65447 0.75826
9 H -3.10754 -1.11058 -0.70258
10 H 0.61461 -2.34867 -0.40700
11 H 3.18412 1.14321 0.22402
12 H 2.04946 1.29090 -1.22565
13 H 2.26260 -0.31349 1.30150
14 H -1.88092 2.40362 0.00836

***

Arrangement ii

The following is a DFT calculation (ωB97M-V with the def2-TZVPD basis set) of a gas-phase ion, C5H6NO2 (charge +1).

Values from the calculation:
Charge: +1
Lowest unoccupied orbital energy (eV): -4.882
E_HOMO (eV): -14.49
Frontier orbital gap (Eh): 0.353

Positions of all 14 atoms, in Å:
1 C -2.36910 0.12629 -0.33396
2 C -1.30010 -0.36515 0.28343
3 N -0.05435 0.22738 0.44771
4 C 0.40033 1.50445 0.35317
5 O 1.70954 1.46534 0.06200
6 C 2.03661 0.21591 -0.25804
7 C 1.10376 -0.69188 0.08585
8 O 0.90474 -1.96963 0.15132
9 H -3.14847 -0.46843 -0.44393
10 H -2.44969 1.20405 -0.73473
11 H -1.27332 -1.38276 0.51769
12 H -0.12876 2.45926 0.68376
13 H 3.05762 0.00607 -0.42216
14 H 1.51119 -2.33090 -0.39213

***

What should be chosen as the most stable of them? Choose arrangement ii.